Entry 1:
{"formula": "C4H4FNOS", "method": "the ωB97M-V functional and the def2-TZVPD basis", "elements": ["S", "F", "O", "N", "C", "C", "C", "C", "H", "H", "H", "H"], "positions_angstrom": [[0.16366, -1.83311, 0.77699], [-2.41444, 1.08948, 0.63191], [1.99033, -1.93137, -1.22760], [0.89217, 0.09943, -0.94431], [1.19722, -1.25214, -0.65091], [-0.38661, 0.35232, -0.36393], [-1.07165, 1.09116, 0.74643], [-0.22677, -0.11563, 1.06387], [1.08460, 0.33934, -1.92279], [0.65300, 0.34875, 1.52395], [-1.19049, -0.18433, -0.83444], [-0.69102, 1.99609, 1.20084]], "forces_ev_per_a": [[0.01, 0.17, -0.04], [-0.17, 0.01, 0.04], [-0.07, 0.04, 0.06], [0.06, 0.19, -0.65], [0.08, -0.10, -0.02], [0.32, 0.51, 0.31], [0.34, 0.10, -0.30], [0.12, -0.22, 0.43], [-0.11, -0.15, 0.59], [-0.14, -0.17, -0.25], [-0.33, -0.40, -0.26], [-0.12, 0.02, 0.08]], "homo_energy_ev": -9.590, "homo_lumo_gap_ev": 10.25, "e_lumo_ev": 0.7, "smiles": "O=C1N[C@@H]2[C@@H](F)[C@H]2S1"}

Entry 2:
{"formula": "C31H36N2O3V", "method": "the ωB97M-V functional and the def2-TZVPD basis", "elements": ["V", "O", "O", "O", "N", "N", "C", "C", "C", "C", "C", "C", "C", "C", "C", "C", "C", "C", "C", "C", "C", "C", "C", "C", "C", "C", "C", "C", "C", "C", "C", "C", "C", "C", "C", "C", "C", "H", "H", "H", "H", "H", "H", "H", "H", "H", "H", "H", "H", "H", "H", "H", "H", "H", "H", "H", "H", "H", "H", "H", "H", "H", "H", "H", "H", "H", "H", "H", "H", "H", "H", "H", "H"], "positions_angstrom": [[-0.90361, 0.90761, -0.48665], [0.93914, -0.33062, 0.28266], [-1.37535, 0.69318, 1.06136], [0.12035, 1.29694, -1.73637], [-2.46338, 1.96328, -0.77268], [-1.96790, 0.11558, -2.94763], [4.73903, -1.31667, 3.53275], [1.52854, -2.51455, 1.93488], [2.99261, 0.92365, -3.91716], [-3.86045, 2.83862, 2.53594], [5.80891, -1.87172, 4.42249], [1.80676, 0.28031, 0.89664], [-1.90286, -2.32101, -0.00074], [3.65285, -2.09301, 3.14838], [-3.64644, 2.62251, 3.87675], [0.86924, 0.97216, -2.77084], [4.81741, -0.00691, 3.06445], [-2.86318, 2.23824, -2.15291], [2.77712, -0.28177, 1.81498], [-2.08656, 1.27388, 2.01185], [-1.99435, -2.99789, -2.39521], [-3.08377, 2.17756, 1.57223], [-1.17923, 0.36247, -3.96420], [2.23542, 1.25870, -2.81497], [2.67314, -1.61046, 2.29576], [-3.19256, 0.92363, -2.88313], [-3.27066, 2.38870, 0.16334], [-1.89741, 1.03745, 3.37224], [-3.87991, -1.73405, -1.38424], [-1.52641, -0.62769, -1.78976], [3.85867, 0.53140, 2.22963], [4.01705, 1.96072, 1.77639], [2.40203, 0.33014, -5.03418], [-2.35800, -1.88339, -1.39784], [0.26167, 0.37130, -3.91204], [1.04902, 0.08815, -5.03757], [-2.66804, 1.71501, 4.29380], [3.56449, -3.10505, 3.52553], [-4.29199, -1.59034, -2.38516], [6.09424, -1.15546, 5.19276], [-3.97192, 0.39758, -2.34926], [-3.53130, 1.14471, -3.89473], [3.12450, 2.55417, 1.97727], [-4.20041, -0.92673, -0.72100], [-2.20660, -3.35257, 0.18674], [-4.15605, 2.95327, -0.12558], [0.57175, -2.01240, 2.06931], [1.54800, -3.41293, 2.54946], [4.84594, 2.42779, 2.30366], [-0.54487, -1.02990, -2.05116], [1.88947, 1.37023, 0.74350], [-1.14901, 0.32023, 3.68606], [-2.03859, 2.73425, -2.66836], [-4.23213, 3.15527, 4.61298], [4.23155, 2.01841, 0.70739], [-2.51448, 1.53900, 5.34995], [-4.31334, -2.65702, -0.99538], [-2.20959, -2.69716, -3.42418], [5.65345, 0.61070, 3.37310], [0.56796, -0.34005, -5.90870], [6.70225, -2.09231, 3.83424], [-3.74300, 2.88458, -2.18557], [-1.65335, 0.76482, -4.85557], [4.05176, 1.14409, -3.92086], [-2.34644, -1.68728, 0.76733], [2.68647, 1.75024, -1.96167], [2.99987, 0.07284, -5.89725], [1.59401, -2.80662, 0.88611], [-0.81754, -2.25587, 0.08402], [-0.93327, -3.24354, -2.32115], [-4.62082, 3.53914, 2.21045], [-2.56493, -3.90531, -2.18699], [5.48504, -2.79224, 4.90430]], "forces_ev_per_a": [[-0.42, -2.21, -1.88], [-0.16, 0.03, 0.01], [-1.14, -0.95, 6.09], [3.69, 1.96, -3.72], [-1.52, 1.14, 0.30], [0.40, -0.29, -1.11], [-0.10, 0.05, -0.05], [0.06, 0.04, -0.02], [-0.10, -0.03, -0.08], [-0.05, 0.04, -0.16], [0.03, -0.02, 0.00], [0.11, 0.08, -0.07], [0.02, 0.10, -0.13], [0.02, 0.04, 0.00], [0.00, 0.01, 0.10], [0.28, -0.32, -1.11], [0.11, 0.02, 0.09], [-0.12, -0.23, -0.18], [0.17, -0.30, 0.17], [-1.03, 0.85, 0.33], [-0.09, 0.04, 0.04], [0.43, -0.38, 0.27], [-0.41, 0.11, 0.25], [-0.09, 0.04, 0.30], [-0.11, 0.11, -0.09], [-0.15, 0.22, 0.22], [-0.14, 0.15, -0.29], [0.17, -0.22, -0.09], [0.10, -0.03, 0.11], [0.09, -0.05, 0.92], [-0.12, -0.03, -0.07], [0.01, 0.00, -0.01], [0.08, -0.05, -0.04], [0.01, -0.11, -0.25], [0.32, 0.05, 0.39], [-0.19, -0.05, 0.05], [-0.06, 0.04, -0.11], [0.00, 0.00, 0.00], [-0.03, 0.02, 0.03], [0.00, 0.01, -0.01], [0.02, -0.04, -0.02], [0.03, -0.04, -0.02], [0.03, 0.04, 0.00], [-0.04, 0.04, -0.04], [-0.01, 0.01, -0.02], [0.03, -0.01, -0.06], [-0.04, -0.03, -0.04], [0.03, 0.01, 0.00], [0.01, 0.00, -0.01], [-0.02, -0.02, -0.12], [-0.06, -0.05, -0.01], [0.02, 0.04, -0.02], [-0.02, 0.05, 0.01], [-0.03, -0.02, -0.02], [-0.02, 0.03, 0.00], [0.00, 0.00, 0.00], [-0.01, 0.00, 0.00], [0.01, -0.01, -0.01], [-0.01, 0.01, 0.00], [0.04, 0.01, -0.02], [0.01, -0.01, 0.02], [0.04, 0.03, 0.03], [-0.05, 0.15, 0.09], [0.00, -0.02, 0.00], [0.05, 0.02, 0.04], [-0.02, -0.02, 0.00], [0.00, 0.03, 0.01], [-0.08, -0.01, -0.01], [0.02, -0.04, 0.06], [0.00, -0.01, -0.04], [-0.01, -0.02, 0.01], [0.00, 0.01, -0.01], [0.02, 0.00, 0.00]], "homo_energy_ev": [-9.650, -9.638], "total_charge": 1, "homo_lumo_gap_ev": [6.27, 6.25], "e_lumo_ev": [-3.4, -3.4]}

Calculated values (eV) of energy relative to the best compared isomer or geometry (same formula, charge and spin) for the records, taken in order: 2.219, 0.855.